# 1
55
Properties=species:S:1:pos:R:3:forces:R:3 method="wB97M-V/def2-TZVPD" homo_energy_ev=-0.8 charge=-2 homo_lumo_gap_ha=0.1622 energy_ha=-13851.146127
Pt 0.03018 0.06204 0.55781 -0.2698 -0.5672 -0.9920
Se 2.09575 2.61527 4.72799 0.0339 -0.0146 -0.0517
Sb 0.39622 1.35319 3.52986 0.3522 0.2385 -0.3370
Se -0.04890 2.35584 1.12251 0.1952 -0.4722 1.1626
Se 1.54193 -0.62334 2.22735 0.5899 0.9261 0.4282
Se -1.56223 0.95844 4.90301 0.0506 -0.0172 -0.1068
O 0.31659 -1.68788 -0.98832 -0.1491 0.7987 0.3642
As 0.53186 -3.19526 -1.52372 -0.0553 -0.9839 -0.1535
C 2.34224 -3.77842 -1.17639 0.2174 -0.3075 0.0329
C 2.86603 -4.99797 -1.60838 -0.3747 0.3200 -0.0667
C 4.16996 -5.33263 -1.29522 0.1965 -0.2029 -0.0398
C 4.95497 -4.47386 -0.53778 -0.1214 0.1505 0.0793
C 4.42944 -3.26784 -0.08633 0.3960 -0.3606 -0.0729
C 3.13389 -2.92452 -0.41021 -0.7112 0.4115 -0.1498
C 0.21379 -3.20357 -3.44524 -0.0306 0.4936 -0.1421
C 1.21670 -3.32716 -4.40622 -0.0076 -0.3697 0.7268
C 0.94778 -3.04443 -5.72916 -0.2716 0.1056 -0.5133
C -0.31236 -2.59003 -6.11014 0.2395 -0.0175 0.2554
C -1.30322 -2.41933 -5.14987 -0.0375 -0.0202 -0.4133
C -1.04442 -2.72261 -3.83159 0.2307 -0.3951 0.6893
C -0.74584 -4.44421 -0.75493 0.1956 -0.2731 -0.0198
C -0.82166 -5.76931 -1.18215 0.2183 0.3839 -0.1818
C -1.73726 -6.62545 -0.60187 -0.0558 -0.3065 -0.0940
C -2.59293 -6.16816 0.38898 0.0124 0.2027 0.1305
C -2.51295 -4.85122 0.82664 -0.1461 -0.4217 -0.0495
C -1.57818 -4.00135 0.26571 0.2975 0.6236 -0.1757
H 2.25314 -5.67081 -2.19670 0.0411 -0.0799 -0.0137
H 4.57873 -6.27333 -1.64290 0.0098 -0.0240 0.0068
H 5.97208 -4.75009 -0.29287 0.0336 -0.0036 0.0104
H 5.02870 -2.60002 0.51635 -0.0257 0.0533 0.0300
H 2.71031 -1.98185 -0.07536 0.0118 0.0235 0.0770
H 2.20446 -3.66327 -4.10534 -0.0175 0.0813 -0.0522
H 1.72271 -3.16625 -6.47526 0.0316 0.0249 -0.0008
H -0.50709 -2.34045 -7.14374 -0.0244 -0.0163 -0.0618
H -2.27442 -2.04020 -5.43888 -0.0290 0.0076 0.0248
H -1.80341 -2.58871 -3.06467 0.0042 0.1126 -0.1331
H -0.17008 -6.11206 -1.97939 -0.0459 -0.1063 0.0119
H -1.78994 -7.65794 -0.92741 -0.0143 0.0141 -0.0199
H -3.31849 -6.84163 0.82502 -0.0358 -0.0226 0.0279
H -3.18070 -4.48864 1.59539 0.0240 0.0700 0.0422
H -1.48911 -2.97706 0.60586 0.0049 0.0750 0.0947
Cl -8.18010 -2.53391 2.09798 -0.3949 -0.1355 0.0439
C -6.52451 -2.05392 1.86160 0.1287 0.0646 -0.0405
C -5.57645 -2.43675 2.79353 -0.1261 -0.0786 0.0238
C -4.26621 -2.03666 2.61174 0.0526 0.1543 -0.1540
C -3.91714 -1.27795 1.49992 0.1138 0.0650 -0.1466
C -4.88348 -0.91457 0.57211 -0.0069 -0.0642 0.0761
C -6.20042 -1.29328 0.75202 -0.1259 -0.1280 0.1247
C -2.47496 -0.86623 1.29667 0.4669 -0.2081 0.7975
O -1.67954 -1.06225 2.22257 -0.9227 -0.6513 0.0448
O -2.17573 -0.39304 0.16510 -0.2881 0.6639 -1.1037
H -5.86650 -3.03520 3.64617 -0.0326 0.0144 0.0381
H -3.49573 -2.29084 3.32509 0.1231 0.0728 0.0407
H -4.59266 -0.33089 -0.28778 0.1324 0.0587 -0.0254
H -6.97059 -1.01268 0.05043 -0.0841 0.0373 -0.0731



# 2
55
Properties=species:S:1:pos:R:3:forces:R:3 method="wB97M-V/def2-TZVPD" homo_energy_ev=-1.5 charge=-2 homo_lumo_gap_ha=0.2107 de_lowest_kcal_mol=3.3 energy_ha=-2403.638726
Rb -0.59317 0.79020 -2.71570 0.6510 -0.0893 0.4333
C 1.40250 -0.91967 -4.67253 -0.0300 0.1049 -0.0785
C 0.30488 -1.76309 -4.42181 -0.1327 0.0368 -0.0661
C 0.43102 -2.26244 -3.11287 -0.0809 -0.0349 0.0603
C 1.60792 -1.72931 -2.55486 -0.0226 -0.0600 0.1641
C 2.20886 -0.89672 -3.51817 0.0637 0.0681 0.0178
H 1.57066 -0.35246 -5.57976 0.0286 -0.0321 -0.0106
H -0.53161 -1.93036 -5.08891 0.0413 -0.0552 -0.0312
H -0.27435 -2.90851 -2.60448 0.0218 -0.0521 -0.0177
H 1.97230 -1.92495 -1.55379 0.0285 -0.0279 -0.0390
H 3.12671 -0.33291 -3.39862 0.0177 -0.0187 0.0159
O 0.59048 4.55050 0.20819 -0.0506 -0.0861 -0.0165
C 0.41673 3.33027 0.34971 0.0958 0.3189 0.0802
O 0.68340 2.40526 -0.45812 -0.0623 -0.2546 0.0275
C -0.17339 2.88042 1.70067 0.0083 -0.1359 -0.0199
C -0.48636 3.86304 2.63533 0.0213 0.0011 -0.0790
C -0.97749 3.53982 3.88734 -0.0234 -0.0440 0.0495
C -1.15688 2.20371 4.22451 0.0051 0.0504 0.0068
C -0.85254 1.21435 3.30285 0.0115 0.0540 -0.0770
C -0.36901 1.53109 2.02804 -0.0233 -0.0575 0.1160
P 0.06403 0.22554 0.79025 -0.1292 0.2435 -0.3760
C 1.86398 0.12103 1.12744 0.1028 -0.0260 0.0661
C 2.36652 -0.02501 2.42142 -0.0132 0.0093 -0.0791
C 3.73193 -0.09955 2.64674 0.0085 0.0049 0.0149
C 4.61497 -0.01886 1.57584 0.0185 -0.0019 0.0438
C 4.12476 0.13705 0.28956 -0.0350 0.0067 -0.0862
C 2.75463 0.20969 0.06321 0.0394 -0.0086 0.0643
C -0.54216 -1.30359 1.62213 -0.0711 -0.0718 0.1464
C 0.24167 -2.43334 1.84888 -0.0139 0.0019 0.0325
C -0.32506 -3.62119 2.29972 0.0561 0.0118 -0.0120
C -1.68705 -3.70607 2.53281 -0.0486 -0.0175 0.0024
C -2.48829 -2.59579 2.28813 -0.0184 0.0114 -0.0034
C -1.92457 -1.41985 1.82511 0.0973 -0.0347 0.0175
H -0.31628 4.88747 2.32972 -0.0023 0.0006 0.0098
H -1.21183 4.32375 4.59919 -0.0096 -0.0169 0.0118
H -1.52791 1.92611 5.20533 -0.0022 0.0129 -0.0051
H -0.99370 0.17921 3.58494 0.0044 -0.0063 -0.0015
H 1.67858 -0.07733 3.25824 0.0056 0.0057 -0.0012
H 4.10732 -0.21375 3.65754 0.0061 0.0043 -0.0054
H 5.68418 -0.07067 1.74838 -0.0048 -0.0070 0.0005
H 4.80498 0.20440 -0.55105 -0.0017 -0.0013 0.0126
H 2.37331 0.33282 -0.94123 0.0133 0.0183 0.0026
H 1.30763 -2.39345 1.66157 -0.0075 0.0123 0.0167
H 0.30960 -4.48424 2.46469 -0.0054 -0.0064 -0.0072
H -2.12802 -4.63238 2.88207 0.0061 0.0067 0.0031
H -3.55946 -2.65122 2.44424 0.0044 -0.0115 -0.0037
H -2.56403 -0.56976 1.61132 0.0014 0.0045 0.0002
F -3.26120 -0.78357 -3.50060 -0.0961 -0.0645 0.0106
C -4.07752 0.03505 -4.18285 -0.0666 0.4264 -0.0534
F -5.25467 0.07952 -3.52764 0.0718 -0.0737 -0.0181
F -4.31229 -0.52422 -5.37920 0.0016 -0.0563 -0.0081
S -3.30664 1.71899 -4.33175 -0.0611 -0.5208 -0.1553
O -4.24260 2.48819 -5.10762 -0.1392 0.0384 -0.0737
O -2.05082 1.38181 -4.97065 -0.0873 0.1871 -0.4648
O -3.15465 2.08502 -2.94289 -0.1927 0.2323 0.3626



# 3
52
Properties=species:S:1:pos:R:3:forces:R:3 method="wB97M-V/def2-TZVPD" homo_energy_ev=-6.0 homo_lumo_gap_ha=0.1315 de_lowest_kcal_mol=39.7 energy_ha=-2016.176122
C -1.89024 -0.27861 5.80602 0.0958 -0.3927 0.3376
N -1.74164 0.25656 4.46202 1.1608 -1.0363 -1.0372
C -0.89193 -0.22951 3.52194 -0.6802 0.8218 0.6840
C -0.96344 0.57452 2.35133 -0.1649 0.1851 -0.4527
C -0.18914 0.39740 1.20812 -0.1367 -0.0902 0.8960
C -0.35961 1.13268 -0.01171 -0.1679 0.5682 -1.2728
C -1.63662 1.37996 -0.58422 0.1952 0.0821 0.4008
C -1.77287 2.19921 -1.69625 -0.0141 -0.2748 0.2528
C -0.65623 2.80769 -2.28178 0.0627 -0.1608 0.2354
C -0.83483 3.74922 -3.43460 0.0823 0.1211 -0.2095
C 0.61536 2.51319 -1.77398 -0.1643 0.0062 -0.0894
C 0.77192 1.65440 -0.69657 -0.0961 -0.3602 0.6191
C -1.94416 1.63201 2.65847 -0.2720 -0.1024 0.6952
C -2.38429 2.79288 2.03317 -0.4365 0.4001 0.0342
C -3.35730 3.59093 2.65861 0.3710 -0.2773 0.0261
C -3.82390 3.29570 3.94919 0.1776 -0.4207 -0.0173
C -3.33014 2.17693 4.63419 -0.1879 0.3724 -0.2944
C -2.41807 1.37522 3.96628 0.2452 0.3537 -0.4474
H -2.61873 0.32331 6.35213 0.1992 -0.1946 -0.1045
H -2.23446 -1.32082 5.77217 0.0139 0.3322 -0.0478
H -0.92963 -0.25462 6.33955 -0.2951 0.1033 -0.2047
H -0.26392 -1.09877 3.70574 -0.1836 0.1791 -0.0583
H 0.63703 -0.31567 1.26035 0.1641 -0.0887 -0.1633
H -2.52056 0.93386 -0.11538 0.3341 0.1637 -0.2338
H -2.76494 2.38940 -2.10976 0.2549 -0.0984 0.1004
H 0.13530 4.09969 -3.79536 -0.1598 -0.0119 -0.0128
H -1.35847 3.26405 -4.26703 0.1050 0.0483 0.1593
H -1.42958 4.62549 -3.14754 0.1053 -0.1755 0.0085
H 1.48723 2.96695 -2.24699 -0.1778 -0.2011 0.1616
H 1.76818 1.41312 -0.31341 -0.3205 0.0597 -0.1745
H -1.97221 3.07661 1.07091 -0.2572 0.0244 0.1449
H -3.75244 4.46082 2.13227 0.2107 -0.2067 0.1887
H -4.56580 3.94173 4.42280 0.2563 -0.2364 -0.1539
H -3.64061 1.93215 5.64483 -0.0726 0.2068 -0.1617
F 0.03783 -5.62150 -2.45030 0.7735 -0.1164 -0.6136
C 1.21391 -5.46382 -3.12744 0.0630 -0.1761 0.0449
F 1.89978 -6.65111 -3.03426 -0.7419 0.7513 -0.1766
F 0.90301 -5.28629 -4.44894 0.1485 -0.3169 1.0035
C 2.02699 -4.31808 -2.57643 0.2367 -0.0476 -0.2578
C 2.90362 -3.65541 -3.43631 -0.1021 0.1037 -0.0028
C 3.66294 -2.60165 -2.92672 0.0297 -0.2685 -0.2099
C 4.61821 -1.89039 -3.85255 0.1833 -0.1046 0.0256
F 4.82408 -0.59540 -3.46726 0.0548 -0.8455 -0.4679
F 5.84520 -2.50903 -3.87286 -0.8233 0.6824 -0.1679
F 4.16318 -1.86470 -5.14318 0.5175 0.0818 0.9126
C 3.57056 -2.21578 -1.60033 -0.6941 -0.3053 -0.0341
C 2.59538 -2.81091 -0.74382 0.5888 -0.9836 -2.0900
S 2.25522 -2.16175 0.74632 -0.5037 0.9231 2.2645
C 1.90819 -3.95914 -1.24428 0.2504 0.6855 -0.1716
H 2.98410 -3.94403 -4.47740 -0.0527 0.0686 0.1047
H 4.18549 -1.40566 -1.22568 -0.1830 -0.0252 0.0344
H 1.23301 -4.50300 -0.59405 0.0076 0.1936 -0.0066



# 4
51
Properties=species:S:1:pos:R:3:forces:R:3 method="wB97M-V/def2-TZVPD" homo_energy_ev=-8.3 homo_lumo_gap_ha=0.3085 de_lowest_kcal_mol=33.7 smiles="Cc1cccc(NC(=O)CSc2nc3c(oc4ccccc43)c(=O)n2-c2ccccc2)c1" energy_ha=-1752.308503
C -1.63667 -1.54320 2.91960 0.0376 -0.0354 -0.0281
C -2.05695 -0.33062 2.14914 -0.1538 0.1368 -0.0854
C -3.39059 -0.08856 1.84944 0.0208 -0.0384 0.0745
C -3.75111 1.02397 1.10912 0.0124 0.0713 -0.0279
C -2.78656 1.89239 0.63896 0.0731 0.0460 0.1378
C -1.44425 1.65601 0.92402 -0.1462 -0.0973 0.2548
N -0.49203 2.50631 0.33612 -0.4083 0.4135 0.0659
C 0.85605 2.45806 0.47945 -0.0373 0.5543 -0.1100
O 1.43716 1.88388 1.37274 0.0722 -0.1748 0.1616
C 1.61710 3.15580 -0.64290 0.1525 -0.4277 -0.2476
S 2.74991 1.90401 -1.35698 0.2654 0.3713 0.0733
C 1.62925 0.53588 -1.26476 -0.1551 0.6909 -0.4365
N 0.42286 0.75403 -1.67069 0.0599 0.0969 -0.3834
C -0.46359 -0.23850 -1.42096 0.5143 -1.1279 0.6488
C -0.11980 -1.40955 -0.76424 -0.0873 1.0094 -0.5848
O -1.19849 -2.20763 -0.55927 0.1680 -0.5290 0.2854
C -2.25570 -1.55124 -1.09213 -0.2392 0.9462 -0.5110
C -3.57504 -1.97696 -1.10634 0.1891 -0.2067 0.1044
C -4.49916 -1.14733 -1.70778 0.0551 -0.0894 0.0437
C -4.12781 0.06885 -2.28473 -0.0363 0.1852 -0.1297
C -2.81939 0.49769 -2.26967 0.0611 -0.1499 -0.0052
C -1.87105 -0.31846 -1.66108 -0.2632 -0.5534 0.1537
C 1.22868 -1.69594 -0.35823 -0.3172 -0.2727 -0.0609
O 1.66244 -2.68647 0.18234 -0.0954 -0.1538 0.1061
N 2.07831 -0.60748 -0.69159 -0.1304 -0.2032 0.0920
C 3.45394 -0.72386 -0.32945 0.5433 -0.1555 0.1290
C 4.42237 -0.72057 -1.32269 -0.2263 -0.1180 0.1567
C 5.75511 -0.83146 -0.96991 0.0892 0.0271 -0.0233
C 6.11294 -0.95093 0.36230 0.0783 0.0050 -0.0544
C 5.13876 -0.95403 1.34663 -0.0790 0.0162 0.0450
C 3.80313 -0.83965 1.00668 -0.0199 0.0561 -0.1275
C -1.09031 0.55701 1.69412 0.1099 -0.0295 0.0500
H -1.13709 -2.24932 2.25577 0.0365 -0.0966 0.0051
H -2.49411 -2.03947 3.36678 -0.0280 -0.0630 0.0611
H -0.93298 -1.27365 3.70461 0.0367 -0.0354 0.0872
H -4.15107 -0.77232 2.19600 -0.0845 -0.0860 0.0569
H -4.79075 1.20853 0.88417 -0.0929 0.0184 -0.0393
H -3.06721 2.74744 0.04086 -0.0362 0.1112 -0.0789
H -0.86082 3.07014 -0.41679 0.2482 -0.1578 0.0330
H 0.97500 3.55036 -1.42737 -0.0405 0.0556 0.1033
H 2.27229 3.93128 -0.24890 -0.0463 -0.0002 0.0366
H -3.85415 -2.91899 -0.66370 -0.0627 -0.1211 0.0609
H -5.53587 -1.44669 -1.73687 -0.0869 -0.0479 0.0057
H -4.88594 0.68072 -2.74991 -0.0654 0.0578 -0.0455
H -2.52309 1.43277 -2.71801 0.0096 0.1341 -0.0563
H 4.12922 -0.63239 -2.35851 -0.0419 -0.0255 -0.1170
H 6.51274 -0.82769 -1.73872 0.0695 0.0024 -0.0600
H 7.15411 -1.04093 0.63373 0.0839 -0.0100 0.0210
H 5.41815 -1.04222 2.38540 0.0227 -0.0077 0.0887
H 3.03591 -0.82807 1.76400 -0.0842 -0.0094 0.0558
H -0.05389 0.37907 1.93021 0.0552 0.0175 0.0148



# 5
52
Properties=species:S:1:pos:R:3:forces:R:3 method="wB97M-V/def2-TZVPD" homo_energy_ev=-14.3 charge=+2 homo_lumo_gap_ha=0.2220 de_lowest_kcal_mol=15.6 energy_ha=-1434.904086
Zr -0.35590 -0.88813 0.14382 -0.4403 -0.3910 0.4849
O -1.85952 -1.82091 0.89341 -0.9084 -0.3066 -0.3200
C -3.07031 -2.06226 0.30400 0.4788 0.2816 0.2971
C -3.78888 -3.17775 0.67114 -0.1474 -0.3593 0.0575
C -5.03272 -3.41050 0.10738 -0.1271 -0.0613 -0.0200
C -5.59095 -2.51823 -0.81252 -0.0071 -0.1362 0.0822
C -4.89590 -1.38252 -1.14447 -0.0115 0.1647 -0.1339
C -3.61417 -1.13495 -0.61406 -0.1282 0.4084 -0.1850
C -3.01993 0.15810 -0.84338 -0.0631 -0.0910 0.1285
N -1.76406 0.39443 -0.61571 -0.2173 0.7948 0.3467
N -1.28878 1.72852 -0.44182 -0.2430 -0.2558 -0.1755
C -0.42754 1.80664 0.53454 -0.0163 -0.1651 0.1180
O -0.01459 0.70233 1.22615 -0.3000 0.8674 -0.0759
C 0.16951 3.08660 0.91016 0.0110 -0.2397 0.0613
C -0.26695 4.27479 0.32634 -0.0357 0.1513 -0.0715
C 0.33378 5.46759 0.68769 0.0024 -0.0121 -0.0187
C 1.36519 5.47323 1.62372 -0.0050 0.0961 -0.0339
C 1.79752 4.28956 2.20381 0.0127 -0.0748 0.0189
C 1.19849 3.09186 1.84846 0.0854 0.0861 0.1401
H -3.36930 -3.84456 1.41340 -0.0472 -0.0016 -0.0079
H -5.59040 -4.29158 0.40617 0.0454 0.0733 -0.0331
H -6.56978 -2.70546 -1.23515 0.0720 0.0008 0.0373
H -5.32649 -0.65906 -1.83114 0.0436 -0.0694 0.0901
H -3.65359 0.99922 -1.11034 -0.0178 0.0558 -0.1184
H -1.07290 4.25995 -0.39665 0.0392 -0.0015 0.0398
H -0.00449 6.39724 0.24753 0.0173 -0.0453 0.0246
H 1.82779 6.41051 1.90903 -0.0329 -0.0354 -0.0253
H 2.59249 4.30118 2.93982 -0.0519 0.0006 -0.0464
H 1.52117 2.16562 2.30402 -0.0038 0.0215 -0.0124
C 3.81007 2.89863 -0.75639 0.1621 0.0316 0.0914
C 4.37671 1.87047 0.00597 -0.0149 0.1335 -0.0506
C 3.75006 0.64809 0.10043 0.0842 -0.1554 0.1082
C 2.54506 0.47314 -0.57935 -0.4539 -0.0558 -0.0806
C 1.96781 1.49434 -1.32344 0.0221 0.1191 -0.1764
C 2.60989 2.71333 -1.42142 -0.0168 0.0868 -0.1026
N 1.78786 -0.72300 -0.55120 0.6743 0.7041 -0.3965
N 2.34452 -1.73383 -0.10417 0.7582 -1.4163 0.1811
C 1.60662 -2.96087 -0.19254 0.0819 0.4155 -0.2390
C 2.29095 -4.12503 0.01514 0.4909 -0.3367 0.1543
C 1.61717 -5.32503 -0.17592 0.1847 -0.1368 0.0646
C 0.28714 -5.30696 -0.55211 -0.0455 -0.1861 -0.0287
C -0.34182 -4.09050 -0.70855 -0.0317 0.2715 -0.0079
N 0.30906 -2.93104 -0.54097 0.2375 -0.1667 -0.0776
H 4.31304 3.85653 -0.82274 -0.0068 -0.0766 0.0202
H 5.30878 2.03716 0.52886 -0.0135 0.0029 -0.0155
H 4.16476 -0.15162 0.70003 0.0022 0.0258 -0.0505
H 1.03178 1.32897 -1.84111 -0.0397 -0.0163 -0.0814
H 2.17597 3.51212 -2.00909 0.0248 -0.0347 0.0368
H 3.33452 -4.08092 0.29626 -0.0258 -0.0447 0.0072
H 2.13456 -6.26510 -0.03367 -0.0039 0.0225 -0.0047
H -0.26662 -6.22105 -0.71529 0.0253 0.0113 -0.0024
H -1.38669 -4.02931 -0.97409 -0.0996 0.0454 0.0015